Entry from the OMol25 dataset: an isolated molecule of C4H11N3S in a non-equilibrium geometry (ωB97M-V/def2-TZVPD).

The value obtained for the HOMO energy is -8.573 eV. Its gap between HOMO and LUMO is 0.344 Eh. For the LUMO energy, the calculation gives 0.0294 Eh. The energy above the lowest of the compared OMol25 structures with the same formula, charge and spin is 94.3 kcal per mole. The value obtained for the max |F| is 4.44 eV Å⁻¹.

Last columns: bonded neighbours and bond lengths (Å).
Element x y z (Å)
1 C 2.1729 -1.8780 -0.7466  C2 1.507, C3 1.536, H9 1.060, H10 1.134
2 C 2.1645 -0.4984 -1.3524  C1 1.507, C3 1.517, H11 1.178, H12 1.091
3 C 1.3027 -0.7700 -0.1340  C1 1.536, C2 1.517, S8 1.886, H13 1.100
4 C -1.8009 1.3065 0.5293  N5 1.440, N7 1.392, H14 1.173, H16 1.094
5 N -3.1272 1.5950 0.0470  C4 1.440, H15 1.053, H17 1.016
6 N -1.0099 -1.7532 0.9794  S8 1.512, H18 1.056
7 N -0.9969 0.6079 -0.3675  C4 1.392, S8 1.745, H19 1.086
8 S -0.5513 -1.0771 -0.2924  C3 1.886, N6 1.512, N7 1.745
9 H 1.8149 -2.7230 -1.2762  C1 1.060
10 H 3.1124 -2.1556 -0.1760  C1 1.134
11 H 3.1277 0.0995 -1.0332  C2 1.178
12 H 1.8377 -0.2404 -2.3608  C2 1.091
13 H 1.6704 -0.3866 0.8297  C3 1.100
14 H -1.1943 2.2091 0.9688  C4 1.173
15 H -3.0042 1.7787 -0.9824  N5 1.053
16 H -1.9124 0.6473 1.3950  C4 1.094
17 H -3.6036 2.2983 0.6051  N5 1.016
18 H -0.5848 -1.3394 1.8528  N6 1.056
19 H -1.4002 0.8085 -1.3552  N7 1.086